ORCA calculation (the ωB97M-V functional and the def2-TZVPD basis) on 2 unconnected molecules or ions with the total composition C6H14NO in a non-equilibrium geometry.

Bonds (Å) are listed after each position.
Element x y z (Å)
1 O -1.33472 -0.22028 -0.82654  C2 1.202
2 C -0.61302 -1.09679 -1.22241  O1 1.202, C3 1.462, H9 1.091
3 C 0.80871 -0.87614 -1.48190  C2 1.462, C4 1.471, H10 1.087
4 C 1.54268 0.36293 -1.18297  C3 1.471, C5 1.545, H12 1.093, H13 1.098
5 C 1.06614 1.17921 0.03960  C4 1.545, C6 1.524, H14 1.094, H15 1.096
6 C 0.86005 0.48702 1.38171  C5 1.524, C7 1.565, H16 1.101, H17 1.087
7 C 2.12253 -0.26064 1.92500  C6 1.565, H18 1.093, H19 1.084, H20 1.083
8 N -4.55999 0.02334 -0.13339  H11 0.998, H21 1.006, H22 1.001
9 H -1.04833 -2.04744 -1.53316  C2 1.091
10 H 1.22798 -1.63631 -2.13609  C3 1.087
11 H -5.34284 -0.57903 0.00990  N8 0.998
12 H 2.57883 0.03547 -1.06954  C4 1.093
13 H 1.51735 1.03397 -2.05176  C4 1.098
14 H 0.14020 1.66993 -0.27588  C5 1.094
15 H 1.75824 2.00712 0.23068  C5 1.096
16 H 0.13678 -0.32649 1.21422  C6 1.101
17 H 0.31336 1.12800 2.06938  C6 1.087
18 H 2.95351 0.44722 1.86539  C7 1.093
19 H 1.94801 -0.42464 2.98190  C7 1.084
20 H 2.30621 -1.12481 1.29873  C7 1.083
21 H -4.70807 0.65596 -0.90192  N8 1.006
22 H -3.67361 -0.43757 -0.20092  N8 1.001

Results
* calculated total energy: -366.60038 a.u.
* total charge: +1

***

ORCA calculation (the ωB97M-V functional and the def2-TZVPD basis) on 2 unconnected molecules or ions with the total composition C6H14NO in a non-equilibrium geometry.

Bonds (Å) are listed after each position.
Element x y z (Å)
1 C 1.52908 -2.13682 -0.70838  C5 1.521, H9 1.087, H10 1.085, H11 1.087
2 C -1.60850 -0.19826 1.25247  C6 1.462, H12 1.087, H13 1.088, H14 1.095
3 C -0.80788 2.10433 0.68387  C6 1.431, H15 1.088, H16 1.089, H17 1.126
4 C -1.48858 0.54263 -1.16150  C6 1.463, H18 1.087, H19 1.087, H20 1.097
5 C 2.29328 -0.87669 -0.33069  C1 1.521, N7 1.414, H21 1.103, H22 1.098
6 C -1.26014 0.81535 0.25756  C2 1.462, C3 1.431, C4 1.463
7 N 1.41045 0.15508 0.06218  C5 1.414, O8 1.215
8 O 1.81182 1.03995 0.79099  N7 1.215
9 H 0.74308 -1.89852 -1.42000  C1 1.087
10 H 2.20330 -2.85482 -1.16442  C1 1.085
11 H 1.09430 -2.59506 0.17591  C1 1.087
12 H -1.44894 -1.21126 0.89181  C2 1.087
13 H -1.10269 -0.04056 2.20270  C2 1.088
14 H -2.68191 -0.11017 1.45210  C2 1.095
15 H -1.20205 2.41143 1.65056  C3 1.088
16 H -0.89241 2.88461 -0.07055  C3 1.089
17 H 0.29501 1.99479 0.88524  C3 1.126
18 H -0.78148 1.06396 -1.80214  C4 1.087
19 H -1.51054 -0.51890 -1.39205  C4 1.087
20 H -2.47389 0.95189 -1.41576  C4 1.097
21 H 2.78051 -0.47891 -1.23676  C5 1.103
22 H 3.09818 -1.04405 0.39685  C5 1.098

Results
* calculated total energy: -366.63204 a.u.
* total charge: +1

***

ORCA calculation (the ωB97M-V functional and the def2-TZVPD basis) on 2 unconnected molecules or ions with the total composition C6H14NO in a non-equilibrium geometry.

Bonds (Å) are listed after each position.
Element x y z (Å)
1 O 1.38830 0.95952 -1.61473  C2 1.193
2 C 0.32999 1.50451 -1.68623  O1 1.193, C3 1.485, H9 1.106
3 C -0.90282 1.09266 -0.96708  C2 1.485, C4 1.401, H10 1.091
4 C -1.09366 -0.16106 -0.37262  C3 1.401, C5 1.539, C6 1.609, H11 1.089
5 C -2.27412 -1.01320 -0.87225  C4 1.539, H12 1.081, H13 1.086, H14 1.087
6 C -1.30994 0.18755 1.18306  C4 1.609, C7 1.496, H15 1.093, H16 1.074
7 C -1.43574 -1.01963 2.05766  C6 1.496, H17 1.087, H18 1.084, H19 1.094
8 N 4.30167 -0.90560 1.26609  H20 1.010, H21 1.007, H22 1.010
9 H 0.21784 2.41361 -2.30655  C2 1.106
10 H -1.64262 1.88406 -0.83766  C3 1.091
11 H -0.15285 -0.70876 -0.34760  C4 1.089
12 H -2.24468 -2.00407 -0.44009  C5 1.081
13 H -2.23213 -1.15978 -1.94783  C5 1.086
14 H -3.21263 -0.53112 -0.61153  C5 1.087
15 H -2.15623 0.87320 1.27896  C6 1.093
16 H -0.51631 0.84618 1.48418  C6 1.074
17 H -0.65351 -1.76561 1.94115  C7 1.087
18 H -2.38724 -1.53482 1.99033  C7 1.084
19 H -1.39235 -0.69641 3.10166  C7 1.094
20 H 4.49309 -0.14084 0.63397  N8 1.010
21 H 5.11564 -1.47080 1.44716  N8 1.007
22 H 3.96728 -0.47534 2.11672  N8 1.010

Results
* calculated total energy: -366.62451 a.u.
* total charge: +1

***

ORCA calculation (the ωB97M-V functional and the def2-TZVPD basis) on 2 unconnected molecules or ions with the total composition C6H14NO in a non-equilibrium geometry.

Bonds (Å) are listed after each position.
Element x y z (Å)
1 C 1.03002 0.28670 -2.16191  C2 1.523, H8 1.087, H9 1.089, H10 1.097
2 C -0.27981 -0.16543 -1.52877  C1 1.523, C3 1.533, H11 1.083, H12 1.091
3 C -0.10242 -0.77369 -0.13262  C2 1.533, C4 1.519, H13 1.093, H14 1.093
4 C 0.48098 0.22435 0.85233  C3 1.519, C5 1.393, N7 1.306
5 C 1.53154 -0.17952 1.67356  C4 1.393, H15 1.081, H16 1.081
6 C 0.41376 2.44446 1.81338  N7 1.429, H17 1.089, H18 1.079, H19 1.104
7 N 0.04155 1.45368 0.85347  C4 1.306, C6 1.429
8 H 1.30488 1.29616 -1.86860  C1 1.087
9 H 0.93894 0.28542 -3.24663  C1 1.089
10 H 1.86311 -0.38032 -1.90850  C1 1.097
11 H -0.77625 -0.88805 -2.16433  C2 1.083
12 H -0.94100 0.69556 -1.41889  C2 1.091
13 H 0.56174 -1.64133 -0.14296  C3 1.093
14 H -1.06316 -1.12046 0.25539  C3 1.093
15 H 2.15901 -1.00672 1.37434  C5 1.081
16 H 1.79239 0.27564 2.61918  C5 1.081
17 H 1.44777 2.41340 2.15256  C6 1.089
18 H 0.17950 3.43661 1.46022  C6 1.079
19 H -0.22391 2.23875 2.69093  C6 1.104
20 H -2.97360 -3.58462 -0.31349  O22 0.963
21 H -4.16714 -2.65684 -0.52623  O22 0.969
22 O -3.21790 -2.65374 -0.33244  H20 0.963, H21 0.969

Results
* calculated total energy: -366.62307 a.u.
* total charge: +1